# 1
{
  "formula": "C39H43BN7O3P2PdS2",
  "method": "ωB97M-V with the def2-TZVPD basis set",
  "species": ["Pd", "B", "N", "C", "C", "C", "N", "N", "C", "C", "C", "N", "H", "H", "H", "H", "H", "H", "H", "H", "C", "S", "O", "O", "O", "H", "H", "H", "N", "C", "N", "C", "C", "C", "C", "C", "H", "H", "H", "H", "H", "H", "H", "H", "H", "H", "S", "C", "N", "C", "P", "C", "C", "C", "C", "C", "C", "C", "C", "C", "C", "C", "C", "P", "C", "C", "C", "C", "C", "C", "C", "C", "C", "C", "C", "C", "H", "H", "H", "H", "H", "H", "H", "H", "H", "H", "H", "H", "H", "H", "H", "H", "H", "H", "H", "H", "H", "H"],
  "coordinates": [[-1.422, -0.567, 0.362], [-3.685, -2.175, -1.358], [-4.185, -1.541, -0.061], [-5.229, -1.942, 0.679], [-5.377, -1.066, 1.737], [-4.353, -0.131, 1.560], [-3.645, -0.448, 0.480], [-3.072, -1.084, -2.242], [-3.211, -0.901, -3.562], [-2.494, 0.223, -3.928], [-1.933, 0.679, -2.735], [-2.287, -0.130, -1.742], [-2.802, -2.949, -1.072], [-4.560, -2.748, -1.912], [-5.805, -2.805, 0.411], [-6.116, -1.099, 2.512], [-4.128, 0.757, 2.120], [-3.802, -1.561, -4.164], [-2.394, 0.653, -4.902], [-1.345, 1.556, -2.550], [-0.160, -4.071, 2.462], [-0.765, -2.755, 1.397], [-1.057, -3.327, 0.102], [0.307, -1.744, 1.315], [-1.964, -2.196, 2.026], [0.564, -4.635, 1.888], [-1.011, -4.682, 2.730], [0.305, -3.625, 3.332], [-1.625, 0.665, 2.453], [-1.722, 0.108, 3.467], [-1.894, -0.442, 4.621], [-2.898, -1.481, 4.794], [-2.579, -2.307, 6.040], [-1.068, -2.462, 6.183], [-0.435, -1.104, 6.494], [-1.207, 0.032, 5.802], [-2.880, -2.096, 3.890], [-3.891, -1.021, 4.879], [-3.060, -3.282, 5.951], [-2.977, -1.818, 6.931], [-0.663, -2.856, 5.248], [-0.831, -3.173, 6.975], [0.606, -1.107, 6.172], [-0.450, -0.918, 7.568], [-0.528, 0.838, 5.519], [-1.962, 0.433, 6.487], [1.726, -0.654, 3.859], [1.983, 0.396, 2.569], [0.890, 0.872, 1.743], [1.421, 0.896, -2.294], [0.724, -0.049, -0.849], [1.386, -1.663, -1.368], [2.725, -2.021, -1.274], [3.136, -3.271, -1.699], [2.218, -4.156, -2.240], [0.893, -3.782, -2.387], [0.476, -2.535, -1.958], [1.692, 0.674, 0.517], [2.871, 0.188, 1.314], [3.316, 1.174, 2.347], [3.218, 2.602, 2.128], [2.178, 3.039, 1.409], [1.222, 2.046, 0.963], [1.479, 2.761, -2.081], [0.455, 3.223, -3.532], [-0.631, 4.060, -3.300], [-1.507, 4.371, -4.324], [-1.302, 3.845, -5.587], [-0.210, 3.026, -5.830], [0.667, 2.711, -4.809], [3.171, 3.013, -2.724], [3.422, 3.994, -3.677], [4.707, 4.193, -4.146], [5.752, 3.430, -3.652], [5.517, 2.487, -2.665], [4.234, 2.288, -2.190], [0.813, 0.654, -3.168], [2.433, 0.517, -2.463], [3.450, -1.316, -0.892], [4.174, -3.554, -1.612], [2.544, -5.137, -2.550], [0.181, -4.468, -2.820], [-0.559, -2.236, -2.077], [3.423, -0.707, 1.103], [4.119, 0.819, 2.979], [3.955, 3.252, 2.568], [2.011, 4.074, 1.165], [0.328, 2.396, 0.450], [-0.789, 4.462, -2.308], [-2.350, 5.019, -4.136], [-1.992, 4.072, -6.385], [-0.040, 2.632, -6.821], [1.520, 2.077, -5.006], [2.604, 4.591, -4.056], [4.894, 4.945, -4.897], [6.752, 3.576, -4.029], [6.336, 1.910, -2.262], [4.056, 1.568, -1.401]],
  "forces_ev_per_angstrom": [[-3.52, 4.78, -5.05], [0.96, -1.26, 0.22], [-1.07, -0.42, 0.42], [0.45, 0.24, -0.34], [0.36, 0.59, 0.11], [-0.70, -0.32, 0.54], [1.27, -0.16, 0.47], [-0.24, 0.16, -0.53], [0.16, 0.25, 0.26], [0.14, 0.12, 0.24], [0.09, 0.14, -0.35], [0.98, -0.62, 1.50], [-0.28, 0.12, -0.26], [-0.44, 0.06, -0.30], [-0.08, -0.11, -0.20], [-0.17, 0.08, 0.06], [0.14, -0.05, 0.11], [-0.21, -0.16, 0.05], [-0.01, 0.13, -0.18], [0.10, 0.07, 0.01], [-0.15, 0.72, -0.51], [-0.52, -2.40, 0.17], [0.61, -0.57, 0.61], [1.39, -0.33, 1.23], [0.45, -0.70, 0.80], [0.13, -0.14, -0.06], [-0.10, -0.14, 0.05], [0.01, 0.01, 0.20], [-0.04, 0.03, 0.06], [0.03, 0.91, -0.78], [0.23, -0.53, 0.46], [-0.77, -0.43, -0.05], [0.18, 0.01, -0.13], [-0.13, 0.01, 0.17], [-0.15, -0.01, -0.10], [0.28, 0.14, 0.52], [-0.07, 0.08, 0.27], [0.08, -0.07, -0.02], [-0.08, 0.06, 0.02], [-0.05, -0.07, 0.07], [0.00, -0.05, -0.02], [0.06, -0.03, -0.08], [0.07, 0.03, 0.16], [0.07, 0.00, 0.04], [-0.17, 0.06, 0.02], [0.14, 0.12, -0.05], [0.39, 1.15, -2.15], [-3.30, -1.07, 3.63], [-0.07, 0.42, 1.56], [-0.55, 0.53, 0.44], [0.51, -1.15, -0.30], [-0.18, 0.05, 0.11], [-0.09, 0.02, 0.01], [0.20, 0.09, 0.08], [-0.14, -0.04, -0.01], [0.16, -0.07, -0.11], [-0.07, 0.33, -0.02], [1.11, -1.34, -0.67], [1.37, 1.70, -1.62], [1.66, -0.83, -1.36], [-0.78, 0.28, -0.03], [0.40, -0.19, 0.10], [-0.31, 0.46, 0.50], [-0.07, -0.09, -0.74], [0.04, 0.08, 0.41], [0.17, -0.03, 0.04], [-0.15, 0.06, -0.11], [-0.06, 0.06, 0.04], [0.10, -0.10, -0.10], [-0.05, 0.05, 0.04], [-0.14, 0.16, 0.17], [-0.04, -0.09, 0.06], [0.12, 0.05, -0.01], [0.05, 0.01, -0.02], [0.14, -0.02, 0.06], [-0.11, 0.14, -0.12], [0.05, -0.11, 0.11], [-0.17, -0.10, 0.12], [0.18, 0.02, 0.02], [0.10, -0.03, 0.00], [0.02, -0.11, -0.07], [-0.09, -0.03, -0.03], [0.00, -0.13, 0.08], [-0.10, -0.36, 0.27], [-0.11, -0.14, 0.01], [0.09, 0.03, 0.18], [0.04, 0.12, -0.12], [0.15, -0.16, -0.02], [-0.04, 0.04, 0.09], [-0.09, 0.05, 0.02], [-0.07, 0.05, -0.10], [0.00, -0.05, -0.10], [0.07, -0.07, -0.03], [0.00, 0.03, -0.09], [0.02, 0.06, -0.08], [0.11, 0.02, -0.03], [0.08, -0.05, 0.02], [0.03, -0.12, 0.05]],
  "lowdin_charge": [0.837, -0.437, -0.064, -0.054, -0.046, -0.156, -0.028, -0.064, -0.053, -0.036, -0.159, -0.012, 0.063, 0.077, 0.128, 0.094, 0.096, 0.127, 0.092, 0.077, -0.108, 0.372, -0.341, -0.456, -0.382, 0.066, 0.072, 0.033, 0.143, -0.300, -0.083, -0.133, -0.157, -0.179, -0.188, -0.146, 0.100, 0.130, 0.120, 0.117, 0.092, 0.117, 0.035, 0.117, 0.117, 0.132, 1.060, -0.712, 0.025, -0.430, 1.076, -0.368, -0.098, -0.073, -0.063, -0.047, -0.101, -0.386, -0.024, -0.131, 0.003, 0.007, -0.243, 1.068, -0.432, -0.120, -0.071, -0.071, -0.069, -0.104, -0.385, -0.092, -0.067, -0.076, -0.079, -0.117, 0.048, 0.050, 0.088, 0.107, 0.109, 0.119, 0.089, 0.148, 0.154, 0.129, 0.126, 0.124, 0.098, 0.109, 0.109, 0.110, 0.116, 0.105, 0.110, 0.107, 0.106, 0.087],
  "max_force_ev_per_a": 7.80,
  "energy_ha": -3752.2755,
  "orbital_gap_ev": [3.5, 3.5],
  "lumo_energy_ev": [-6.646, -6.626],
  "total_charge": 1
}

# 2
{
  "formula": "C15H43N4O3P2Si2Tl",
  "method": "ωB97M-V with the def2-TZVPD basis set",
  "species": ["Tl", "C", "N", "C", "P", "O", "O", "P", "O", "N", "C", "C", "N", "C", "C", "N", "C", "C", "H", "H", "H", "H", "H", "H", "H", "H", "H", "H", "H", "H", "H", "H", "H", "H", "H", "H", "H", "H", "H", "H", "H", "H", "C", "Si", "C", "C", "C", "Si", "C", "C", "C", "H", "H", "H", "H", "H", "H", "H", "H", "H", "H", "H", "H", "H", "H", "H", "H", "H", "H", "H"],
  "coordinates": [[-0.145, 0.824, 0.311], [2.331, -4.952, 0.361], [2.467, -3.568, -0.054], [3.842, -3.102, -0.184], [1.269, -2.619, -0.651], [1.516, -1.182, -0.457], [0.036, -3.243, 0.190], [-1.515, -2.834, -0.002], [-1.717, -1.443, -0.442], [-2.076, -3.242, 1.484], [-1.351, -3.920, 2.545], [-3.520, -3.185, 1.663], [-2.124, -3.882, -1.117], [-2.825, -3.428, -2.305], [-2.266, -5.289, -0.794], [0.895, -2.939, -2.219], [0.785, -4.300, -2.703], [0.810, -1.897, -3.230], [2.883, -5.102, 1.292], [2.731, -5.643, -0.389], [1.288, -5.195, 0.547], [4.364, -3.263, 0.762], [3.852, -2.037, -0.401], [4.377, -3.639, -0.974], [-0.281, -3.779, 2.432], [-1.579, -4.993, 2.567], [-1.643, -3.490, 3.505], [-3.982, -2.630, 0.846], [-3.756, -2.661, 2.592], [-3.958, -4.188, 1.703], [-2.630, -2.369, -2.455], [-3.905, -3.578, -2.213], [-2.478, -3.987, -3.179], [-1.603, -5.560, 0.028], [-1.990, -5.898, -1.659], [-3.291, -5.546, -0.509], [0.730, -5.002, -1.871], [1.637, -4.576, -3.332], [-0.129, -4.416, -3.292], [0.845, -0.923, -2.751], [-0.134, -1.987, -3.775], [1.632, -1.975, -3.948], [-1.336, 2.161, 4.013], [-1.621, 0.412, 3.372], [-3.092, 0.528, 2.192], [-2.187, -0.627, 4.849], [-0.165, -0.258, 2.488], [1.507, -0.366, 3.242], [2.839, 0.522, 2.243], [1.634, 0.375, 4.975], [2.042, -2.176, 3.370], [-2.282, 2.591, 4.354], [-0.943, 2.813, 3.227], [-0.638, 2.188, 4.851], [-4.032, 0.679, 2.731], [-3.185, -0.362, 1.567], [-2.972, 1.380, 1.513], [-3.100, -0.230, 5.303], [-1.414, -0.651, 5.620], [-2.384, -1.661, 4.555], [-0.433, -1.259, 2.127], [2.628, 1.594, 2.180], [2.905, 0.132, 1.224], [3.819, 0.412, 2.718], [1.487, 1.457, 4.962], [2.631, 0.187, 5.385], [0.903, -0.055, 5.662], [2.019, -2.650, 2.383], [1.367, -2.727, 4.031], [3.056, -2.273, 3.767]],
  "forces_ev_per_angstrom": [[0.01, -0.05, 0.02], [0.00, 0.01, 0.03], [-0.02, -0.07, -0.08], [0.00, 0.01, 0.00], [-0.04, 0.03, 0.03], [0.00, 0.02, 0.02], [-0.02, 0.05, 0.06], [0.05, 0.03, 0.06], [0.04, 0.04, -0.09], [-0.05, -0.15, -0.10], [0.00, 0.04, 0.02], [0.02, 0.03, 0.02], [-0.13, 0.01, 0.09], [0.04, 0.00, -0.01], [0.05, -0.02, -0.03], [0.13, -0.02, -0.02], [-0.02, 0.01, 0.01], [-0.05, 0.01, 0.02], [0.00, 0.00, 0.00], [0.01, 0.01, 0.00], [0.01, 0.00, -0.01], [0.00, 0.01, 0.00], [0.01, 0.00, -0.01], [0.00, 0.00, 0.00], [0.01, -0.01, 0.00], [0.00, 0.01, -0.01], [0.01, 0.00, 0.00], [0.00, -0.01, 0.01], [-0.01, 0.00, 0.00], [0.00, 0.00, 0.00], [-0.01, 0.00, 0.00], [0.00, -0.01, 0.00], [-0.01, 0.01, -0.01], [-0.02, 0.00, 0.00], [0.00, 0.00, 0.00], [-0.01, 0.01, -0.01], [0.01, 0.00, 0.00], [0.00, 0.00, 0.00], [0.00, 0.00, 0.00], [0.01, 0.01, -0.01], [0.00, 0.01, 0.00], [0.00, -0.01, 0.01], [-0.04, -0.01, 0.01], [0.04, -0.01, 0.02], [-0.01, 0.04, 0.01], [0.01, 0.02, 0.00], [0.02, 0.00, -0.02], [-0.03, 0.04, 0.01], [0.01, 0.00, 0.00], [0.05, -0.04, -0.02], [0.00, 0.03, -0.01], [0.01, 0.01, 0.00], [0.01, -0.01, -0.01], [0.00, 0.00, -0.01], [0.00, -0.01, -0.01], [0.00, -0.02, 0.00], [-0.01, -0.01, -0.01], [0.00, 0.01, -0.01], [0.00, -0.01, 0.01], [-0.02, 0.01, -0.01], [-0.01, -0.02, 0.00], [0.00, 0.01, 0.00], [0.00, -0.01, 0.01], [0.01, 0.01, -0.02], [0.00, -0.01, -0.01], [-0.01, 0.00, 0.01], [0.00, 0.00, 0.01], [-0.01, 0.00, 0.01], [0.01, -0.01, 0.00], [0.00, 0.01, 0.00]],
  "lowdin_charge": [0.770, -0.103, -0.298, -0.085, 0.470, -0.382, -0.280, 0.455, -0.344, -0.288, -0.084, -0.092, -0.296, -0.095, -0.098, -0.291, -0.095, -0.080, 0.089, 0.085, 0.068, 0.089, 0.077, 0.085, 0.061, 0.087, 0.077, 0.085, 0.083, 0.085, 0.076, 0.087, 0.075, 0.075, 0.085, 0.085, 0.067, 0.091, 0.075, 0.072, 0.084, 0.087, -0.178, 0.310, -0.197, -0.175, -0.543, 0.353, -0.202, -0.186, -0.173, 0.030, 0.028, 0.012, 0.031, -0.003, 0.015, 0.027, 0.016, -0.002, -0.044, 0.026, 0.000, 0.028, 0.019, 0.027, 0.017, 0.000, 0.025, 0.029],
  "max_force_ev_per_a": 0.19,
  "energy_ha": -2476.4950,
  "orbital_gap_ev": 6.7,
  "lumo_energy_ev": 0.382,
  "total_charge": 0
}

# 3
{
  "formula": "C4H11NiO3",
  "method": "ωB97M-V with the def2-TZVPD basis set",
  "species": ["O", "C", "C", "O", "C", "Ni", "H", "H", "H", "H", "H", "H", "H", "O", "H", "C", "H", "H", "H"],
  "coordinates": [[1.205, -0.999, -1.700], [0.970, 0.220, -2.338], [-0.043, 1.046, -1.554], [0.332, 1.020, -0.166], [-0.504, 1.809, 0.671], [1.193, -0.689, 0.139], [0.556, 0.079, -3.353], [1.893, 0.818, -2.467], [-1.044, 0.591, -1.632], [-0.073, 2.092, -1.895], [-0.190, 1.660, 1.709], [-0.418, 2.864, 0.381], [-1.550, 1.483, 0.585], [0.214, -1.990, 1.044], [-0.223, -2.658, 0.404], [-0.459, -1.865, 2.302], [-1.545, -1.856, 2.150], [-0.175, -2.699, 2.953], [-0.139, -0.926, 2.767]],
  "forces_ev_per_angstrom": [[0.16, 0.02, 1.09], [0.01, 0.75, -0.50], [-0.56, -0.01, -0.81], [0.45, 0.14, 0.23], [-0.51, 0.20, 0.41], [0.61, 0.21, -1.50], [0.10, -0.10, 0.35], [-0.18, -0.28, 0.13], [0.22, 0.20, 0.02], [-0.01, -0.28, 0.11], [0.09, 0.18, -0.25], [0.01, -0.29, 0.17], [0.22, 0.09, -0.11], [-1.09, -2.06, -1.44], [0.92, 1.43, 1.62], [-0.57, -0.23, 0.80], [0.31, 0.05, 0.06], [-0.09, 0.21, -0.19], [-0.07, -0.23, -0.19]],
  "mulliken_spin": [0.231, 0.005, 0.003, 0.046, 0.001, 1.656, 0.007, -0.004, -0.002, 0.000, 0.000, 0.006, 0.000, 0.044, -0.001, 0.003, -0.001, 0.003, 0.003],
  "max_force_ev_per_a": 2.74,
  "energy_ha": -1892.7101,
  "orbital_gap_ev": [9.3, 8.4],
  "spin_multiplicity": 3,
  "lumo_energy_ev": [-4.220, -4.892],
  "total_charge": 1
}